The following is a quantum chemistry calculation of C4H10O2 in the gas phase, from the OMol25 dataset.

Summary:
* lowest unoccupied orbital energy: 0.0312 Ha
* energy relative to the best compared isomer or geometry (same formula, charge and spin): 0.883 eV
* total energy: -308.86570 a.u.
* SMILES: CC(C)(O)CO
* HOMO: -10.22 eV

Geometry as ORCA input:
```
! wB97M-V def2-TZVPD RIJCOSX def2/J DEFGRID3
* xyz 0 1
C -1.34 -0.97 -0.49
C -0.21 -0.15 0.16
C -0.46 1.39 0.02
O -0.15 -0.54 1.53
C 1.19 -0.44 -0.40
O 2.11 0.21 0.47
H -0.96 -1.86 -1.00
H -2.02 -1.30 0.30
H -1.91 -0.38 -1.21
H -0.96 1.60 -0.93
H -1.07 1.76 0.84
H 0.44 2.04 -0.01
H 0.80 -0.57 1.75
H 1.43 -1.51 -0.35
H 1.30 -0.10 -1.44
H 1.64 1.02 0.74
*
```

Charges obtained by Mulliken population analysis, quoted in units of e: atom 1 (C): -1.529, atom 2 (C): 1.255, atom 3 (C): -1.491, atom 4 (O): -0.616, atom 5 (C): -0.615, atom 6 (O): -0.547, atom 7 (H): 0.318, atom 8 (H): 0.371, atom 9 (H): 0.326, atom 10 (H): 0.354, atom 11 (H): 0.355, atom 12 (H): 0.379, atom 13 (H): 0.428, atom 14 (H): 0.392, atom 15 (H): 0.314, atom 16 (H): 0.306

The following is a quantum chemistry calculation of a molecular structure, C24H43N2OS3SbSiV in a non-equilibrium geometry, from the OMol25 dataset.

Summary:
* lowest unoccupied orbital energy (spin up / spin down): -0.0286 / -0.0230 Ha
* energy relative to the best compared isomer or geometry (same formula, charge and spin): 0.439 eV
* total energy: -3793.24707 a.u.
* HOMO (spin up / spin down): -5.70 / -7.01 eV

Geometry as ORCA input:
```
! wB97M-V def2-TZVPD RIJCOSX def2/J DEFGRID3
* xyz 0 4
V -1.09 0.10 0.58
C -2.09 -0.71 -5.46
C -2.44 0.36 -4.41
C -3.86 0.96 -4.69
C -2.26 -0.07 -3.02
C -2.96 0.49 -1.97
C -3.06 -0.18 -0.72
C -2.29 -1.34 -0.45
C -2.91 -2.40 0.46
C -1.29 -1.66 -1.43
C -1.38 -1.09 -2.68
H -2.45 -0.43 -6.48
H -2.49 -1.71 -5.22
H -1.01 -0.79 -5.46
H -1.59 1.14 -4.56
H -4.63 0.29 -4.25
H -4.07 1.09 -5.74
H -4.03 1.92 -4.19
H -3.56 1.39 -2.13
H -3.98 0.01 -0.14
H -3.10 -2.04 1.46
H -2.21 -3.29 0.46
H -3.91 -2.67 0.01
H -0.58 -2.49 -1.24
H -0.81 -1.54 -3.44
S -4.52 -0.31 2.58
Sb -3.87 1.82 2.51
S -0.81 1.06 2.59
S -1.66 2.19 1.06
C 1.31 -2.94 0.55
Si 0.90 -1.56 1.77
C 0.48 -2.41 3.52
C 1.42 -3.60 3.81
C -0.98 -2.99 3.40
C 0.53 -1.51 4.71
C 2.67 -0.70 1.88
C 3.61 -1.54 2.74
C 3.19 -0.64 0.45
C 2.65 0.71 2.51
H 2.27 -3.36 0.87
H 1.34 -2.56 -0.47
H 0.59 -3.74 0.54
H 1.65 -4.23 2.92
H 0.86 -4.18 4.59
H 2.36 -3.31 4.36
H -1.12 -3.51 2.42
H -1.73 -2.18 3.46
H -1.15 -3.69 4.27
H 1.52 -1.03 4.87
H 0.24 -2.10 5.57
H -0.18 -0.67 4.68
H 3.43 -2.60 2.54
H 3.51 -1.31 3.83
H 4.64 -1.30 2.40
H 3.36 -1.62 0.00
H 4.14 -0.09 0.53
H 2.52 -0.14 -0.22
H 2.20 0.72 3.52
H 1.99 1.40 1.94
H 3.66 1.18 2.52
N 0.32 1.17 -0.52
C 0.69 2.04 -1.22
N 0.94 3.17 -1.81
C 0.13 4.36 -1.51
C 1.02 5.39 -0.79
O 2.29 5.65 -1.40
C 3.03 4.42 -1.63
C 2.21 3.51 -2.55
H -0.74 4.09 -0.90
H -0.15 4.76 -2.51
H 1.15 5.11 0.28
H 0.48 6.40 -0.75
H 3.19 3.97 -0.64
H 3.96 4.68 -2.12
H 2.66 2.58 -2.97
H 1.89 4.15 -3.42
*
```

Charges obtained by Mulliken population analysis, quoted in units of e: atom 1 (V): -0.010, atom 2 (C): -1.529, atom 3 (C): 1.335, atom 4 (C): -1.425, atom 5 (C): 0.680, atom 6 (C): -1.119, atom 7 (C): 0.248, atom 8 (C): 0.071, atom 9 (C): -1.095, atom 10 (C): -0.444, atom 11 (C): -0.768, atom 12 (H): 0.360, atom 13 (H): 0.362, atom 14 (H): 0.375, atom 15 (H): 0.006, atom 16 (H): 0.367, atom 17 (H): 0.410, atom 18 (H): 0.323, atom 19 (H): 0.317, atom 20 (H): 0.496, atom 21 (H): -0.129, atom 22 (H): 0.321, atom 23 (H): 0.264, atom 24 (H): 0.395, atom 25 (H): 0.373, atom 26 (S): -0.542, atom 27 (Sb): 0.330, atom 28 (S): -0.184, atom 29 (S): -0.529, atom 30 (C): -1.689, atom 31 (Si): -0.072, atom 32 (C): 2.336, atom 33 (C): -1.783, atom 34 (C): -1.440, atom 35 (C): -1.673, atom 36 (C): 2.546, atom 37 (C): -1.668, atom 38 (C): -2.091, atom 39 (C): -1.570, atom 40 (H): 0.566, atom 41 (H): 0.392, atom 42 (H): 0.367, atom 43 (H): 0.207, atom 44 (H): 0.598, atom 45 (H): 0.317, atom 46 (H): 0.189, atom 47 (H): 0.253, atom 48 (H): 0.537, atom 49 (H): 0.222, atom 50 (H): 0.532, atom 51 (H): 0.235, atom 52 (H): 0.304, atom 53 (H): 0.242, atom 54 (H): 0.536, atom 55 (H): 0.328, atom 56 (H): 0.579, atom 57 (H): 0.099, atom 58 (H): 0.293, atom 59 (H): 0.126, atom 60 (H): 0.445, atom 61 (N): 0.157, atom 62 (C): 0.103, atom 63 (N): 0.010, atom 64 (C): -0.379, atom 65 (C): -0.508, atom 66 (O): -0.400, atom 67 (C): -0.472, atom 68 (C): -0.630, atom 69 (H): 0.249, atom 70 (H): 0.289, atom 71 (H): 0.293, atom 72 (H): 0.341, atom 73 (H): 0.300, atom 74 (H): 0.384, atom 75 (H): 0.435, atom 76 (H): 0.307

The following is a quantum chemistry calculation of C6H7NO in the gas phase in a non-equilibrium geometry, from the OMol25 dataset.

Summary:
* lowest unoccupied orbital energy: 0.0072 Ha
* energy relative to the best compared isomer or geometry (same formula, charge and spin): 3.508 eV
* total energy: -362.68458 a.u.
* SMILES: C#CC(=O)[C@H](C)N=C
* HOMO: -9.35 eV

Geometry as ORCA input:
```
! wB97M-V def2-TZVPD RIJCOSX def2/J DEFGRID3
* xyz 0 1
C 2.91 -0.77 -0.41
C 1.90 -0.40 0.14
C 0.72 0.11 0.79
O 0.73 0.53 1.93
C -0.37 0.34 -0.25
C -0.78 1.79 -0.27
N -1.31 -0.59 0.57
C -1.56 -1.76 0.20
H 3.83 -1.02 -0.85
H -0.14 -0.09 -1.24
H -1.58 1.97 -0.98
H -1.12 2.07 0.73
H 0.10 2.41 -0.48
H -2.38 -2.28 0.67
H -0.97 -2.31 -0.55
*
```

Charges obtained by Mulliken population analysis, quoted in units of e: atom 1 (C): 0.335, atom 2 (C): -0.439, atom 3 (C): -0.055, atom 4 (O): -0.514, atom 5 (C): 0.439, atom 6 (C): -1.393, atom 7 (N): -0.497, atom 8 (C): -0.277, atom 9 (H): 0.425, atom 10 (H): 0.428, atom 11 (H): 0.371, atom 12 (H): 0.341, atom 13 (H): 0.318, atom 14 (H): 0.280, atom 15 (H): 0.239

The following is a quantum chemistry calculation of 14 unconnected molecules or ions with the total composition C38H96O18 in a non-equilibrium geometry, from the OMol25 dataset.

Summary:
* lowest unoccupied orbital energy: 0.0155 Ha
* energy relative to the best compared isomer or geometry (same formula, charge and spin): 0.000 eV
* total energy: -2859.40528 a.u.
* HOMO: -9.43 eV

Geometry as ORCA input:
```
! wB97M-V def2-TZVPD RIJCOSX def2/J DEFGRID3
* xyz 0 1
C 1.33 2.55 -0.77
C 2.71 3.12 -1.05
C 3.46 2.75 0.23
O 2.77 1.65 0.82
C 1.66 1.26 0.04
H 0.76 2.32 -1.67
H 0.71 3.20 -0.13
H 2.63 4.21 -1.14
H 3.13 2.75 -1.98
H 3.49 3.56 0.96
H 4.50 2.45 0.04
H 0.77 1.09 0.63
H 1.81 0.48 -0.71
C 5.39 -0.94 -0.33
C 4.14 -1.66 -0.89
C 3.72 -2.66 0.19
O 4.38 -2.26 1.39
C 5.60 -1.62 1.02
H 5.13 0.12 -0.30
H 6.29 -1.04 -0.93
H 4.40 -2.15 -1.83
H 3.33 -0.98 -1.11
H 4.11 -3.67 -0.03
H 2.65 -2.67 0.34
H 6.35 -2.42 0.91
H 5.94 -1.02 1.87
C 1.52 -1.64 4.37
C 0.92 -1.88 2.98
C -0.25 -0.90 2.92
O -0.67 -0.71 4.28
C 0.54 -0.71 5.06
H 2.50 -1.15 4.35
H 1.79 -2.57 4.87
H 0.49 -2.88 3.00
H 1.66 -1.86 2.19
H -1.04 -1.43 2.37
H -0.05 0.05 2.43
H 0.34 -0.96 6.10
H 0.89 0.33 4.98
C -2.59 4.84 -0.34
C -3.21 4.61 1.06
C -2.91 5.92 1.79
O -2.88 6.93 0.81
C -2.44 6.36 -0.43
H -3.24 4.43 -1.10
H -1.64 4.30 -0.37
H -2.82 3.78 1.64
H -4.29 4.51 0.95
H -1.92 5.86 2.27
H -3.64 6.15 2.57
H -1.38 6.64 -0.54
H -3.04 6.74 -1.26
C -2.99 2.53 4.28
O -4.20 2.15 3.65
H -2.46 1.65 4.63
H -2.34 3.06 3.57
H -3.15 3.28 5.05
H -4.94 2.67 3.96
C -3.07 -1.57 -4.23
O -1.98 -1.48 -5.14
H -3.92 -2.09 -4.70
H -2.76 -2.20 -3.39
H -3.39 -0.59 -3.89
H -1.87 -0.57 -5.39
C 2.81 -2.47 -6.02
O 2.46 -1.59 -7.08
H 3.84 -2.23 -5.73
H 2.14 -2.23 -5.19
H 2.66 -3.49 -6.35
H 2.44 -0.71 -6.70
C -5.77 0.11 0.89
O -5.69 1.53 0.92
H -4.86 -0.31 0.47
H -5.91 -0.30 1.89
H -6.65 -0.18 0.32
H -5.19 1.74 1.72
C -4.33 -3.80 -1.55
O -3.33 -3.50 -0.62
H -5.27 -4.12 -1.11
H -4.55 -2.94 -2.19
H -4.00 -4.55 -2.28
H -3.01 -4.33 -0.24
C -3.46 -2.50 3.01
O -2.54 -2.79 4.01
H -3.06 -2.57 1.98
H -4.28 -3.22 3.04
H -3.92 -1.50 3.11
H -1.84 -2.13 4.04
C 3.41 0.76 6.60
O 3.14 1.95 5.89
C 1.99 2.61 6.37
C 1.60 3.76 5.46
O 0.56 3.50 4.55
C 1.00 2.97 3.30
H 2.54 0.11 6.65
H 3.78 0.94 7.62
H 4.19 0.19 6.09
H 2.25 3.07 7.34
H 1.12 1.97 6.54
H 2.48 4.21 4.97
H 1.21 4.54 6.12
H 1.77 2.21 3.40
H 1.39 3.82 2.71
H 0.13 2.58 2.77
C -3.17 -7.34 -2.45
O -2.57 -6.50 -1.48
C -1.16 -6.55 -1.63
C -0.49 -5.56 -0.72
O -0.71 -5.86 0.64
C -0.14 -4.89 1.46
H -2.92 -6.97 -3.45
H -4.25 -7.24 -2.34
H -2.86 -8.37 -2.34
H -0.89 -6.22 -2.65
H -0.79 -7.55 -1.39
H -0.85 -4.55 -0.96
H 0.59 -5.62 -0.94
H -0.27 -3.86 1.10
H 0.97 -5.00 1.50
H -0.44 -4.98 2.50
C 0.95 -1.54 -2.65
O 0.03 -0.67 -2.00
C -0.89 -1.34 -1.18
C -1.91 -0.42 -0.60
O -1.33 0.48 0.33
C -2.30 1.07 1.17
H 1.82 -0.88 -2.71
H 0.62 -1.81 -3.66
H 1.23 -2.43 -2.07
H -0.36 -1.82 -0.33
H -1.40 -2.13 -1.74
H -2.63 -1.09 -0.11
H -2.40 0.13 -1.42
H -2.96 1.73 0.61
H -1.66 1.64 1.85
H -2.82 0.36 1.83
C 3.59 1.13 -4.91
O 2.45 0.76 -5.68
C 2.10 1.67 -6.71
C 1.54 2.99 -6.24
O 2.55 3.83 -5.73
C 2.05 5.07 -5.35
H 4.53 1.10 -5.48
H 3.68 0.37 -4.13
H 3.45 2.10 -4.44
H 1.36 1.19 -7.36
H 2.97 1.87 -7.36
H 0.76 2.77 -5.49
H 1.11 3.46 -7.13
H 1.40 5.05 -4.47
H 1.50 5.56 -6.18
H 2.88 5.76 -5.15
*
```

These are the Mulliken partial charges, in e, on atoms 1 to 99: atom 1 (C): -0.314, atom 2 (C): -0.242, atom 3 (C): -0.664, atom 4 (O): -0.313, atom 5 (C): 2.799, atom 6 (H): 0.505, atom 7 (H): -0.150, atom 8 (H): 0.414, atom 9 (H): -0.206, atom 10 (H): 0.299, atom 11 (H): 0.323, atom 12 (H): -1.153, atom 13 (H): -1.084, atom 14 (C): -0.201, atom 15 (C): 0.976, atom 16 (C): -0.005, atom 17 (O): -0.412, atom 18 (C): -0.501, atom 19 (H): -0.225, atom 20 (H): 0.335, atom 21 (H): 0.489, atom 22 (H): -1.092, atom 23 (H): 0.239, atom 24 (H): -0.274, atom 25 (H): 0.281, atom 26 (H): 0.367, atom 27 (C): -0.870, atom 28 (C): 1.766, atom 29 (C): 2.171, atom 30 (O): -0.495, atom 31 (C): -0.076, atom 32 (H): 0.361, atom 33 (H): 0.299, atom 34 (H): -0.275, atom 35 (H): -0.633, atom 36 (H): -1.213, atom 37 (H): -1.471, atom 38 (H): 0.487, atom 39 (H): -0.254, atom 40 (C): 0.206, atom 41 (C): 0.941, atom 42 (C): -0.528, atom 43 (O): -0.454, atom 44 (C): -0.494, atom 45 (H): 0.365, atom 46 (H): -0.444, atom 47 (H): -0.848, atom 48 (H): 0.198, atom 49 (H): 0.238, atom 50 (H): 0.353, atom 51 (H): 0.318, atom 52 (H): 0.269, atom 53 (C): -0.411, atom 54 (O): -0.460, atom 55 (H): 0.100, atom 56 (H): -0.072, atom 57 (H): 0.489, atom 58 (H): 0.286, atom 59 (C): -0.172, atom 60 (O): -0.535, atom 61 (H): 0.347, atom 62 (H): -0.245, atom 63 (H): 0.324, atom 64 (H): 0.289, atom 65 (C): 0.116, atom 66 (O): -0.619, atom 67 (H): 0.212, atom 68 (H): -0.357, atom 69 (H): 0.320, atom 70 (H): 0.548, atom 71 (C): -0.259, atom 72 (O): -0.541, atom 73 (H): -0.082, atom 74 (H): 0.262, atom 75 (H): 0.368, atom 76 (H): 0.296, atom 77 (C): -0.857, atom 78 (O): -0.126, atom 79 (H): 0.297, atom 80 (H): 0.315, atom 81 (H): 0.253, atom 82 (H): 0.175, atom 83 (C): -0.332, atom 84 (O): -0.699, atom 85 (H): -0.024, atom 86 (H): 0.394, atom 87 (H): 0.111, atom 88 (H): 0.511, atom 89 (C): -0.674, atom 90 (O): -0.318, atom 91 (C): -0.433, atom 92 (C): -0.695, atom 93 (O): -0.381, atom 94 (C): 0.108, atom 95 (H): 0.205, atom 96 (H): 0.327, atom 97 (H): 0.256, atom 98 (H): 0.522, atom 99 (H): 0.279